Entry from the Open Molecules 2025 dataset: an isolated ion of composition C14H18N and charge +1 in a non-equilibrium geometry (ωB97M-V/def2-TZVPD).

Bonds (Å) are listed after each position.
Element x y z (Å)
1 C 2.35 -1.19 3.17  C2 1.413, C3 1.382, H16 1.088
2 C 2.66 -0.99 1.80  C1 1.413, C4 1.334, H17 1.077
3 C 1.15 -0.79 3.73  C1 1.382, C5 1.387, H18 1.164
4 C 1.70 -0.37 1.11  C2 1.334, C6 1.388, H19 1.106
5 C 0.23 -0.08 2.97  C3 1.387, C6 1.405, H20 1.233
6 C 0.51 0.14 1.61  C4 1.388, C5 1.405, C14 1.439
7 C -0.24 0.87 -3.06  C8 1.514, C10 1.559, H21 1.171, H22 1.147
8 C -1.28 -0.20 -3.28  C7 1.514, C11 1.583, H23 1.052, H24 1.139
9 C 0.32 -1.02 -1.69  C10 1.561, C11 1.556, H25 1.062, H26 1.031
10 C 0.34 0.54 -1.65  C7 1.559, C9 1.561, C12 1.551, H27 1.161
11 C -1.19 -1.18 -2.04  C8 1.583, C9 1.556, C13 1.537, H28 1.060
12 C -0.76 0.89 -0.61  C10 1.551, C13 1.513, C14 1.520, H29 1.069
13 C -1.68 -0.28 -0.89  C11 1.537, C12 1.513, H30 1.136
14 C -0.28 1.05 0.82  C6 1.439, C12 1.520, N15 1.475
15 N -1.38 1.67 1.58  C14 1.475, H31 1.057, H32 1.041, H33 0.974
16 H 2.80 -1.92 3.83  C1 1.088
17 H 3.62 -1.31 1.44  C2 1.077
18 H 0.75 -1.17 4.75  C3 1.164
19 H 1.91 -0.07 0.06  C4 1.106
20 H -0.85 0.26 3.45  C5 1.233
21 H 0.72 0.93 -3.74  C7 1.171
22 H -0.57 1.97 -3.06  C7 1.147
23 H -2.27 0.16 -3.38  C8 1.052
24 H -1.07 -0.83 -4.21  C8 1.139
25 H 0.92 -1.25 -2.54  C9 1.062
26 H 0.63 -1.44 -0.80  C9 1.031
27 H 1.34 1.13 -1.62  C10 1.161
28 H -1.68 -2.11 -2.04  C11 1.060
29 H -1.32 1.75 -0.89  C12 1.069
30 H -2.58 -0.58 -0.27  C13 1.136
31 H -1.01 2.38 2.27  N15 1.057
32 H -1.75 0.95 2.23  N15 1.041
33 H -2.01 2.09 0.96  N15 0.974

Output
Net charge: +1
2S+1: 3
Orbital gap (spin up / spin down) (eV): 7.81 / 8.45

Entry from the Open Molecules 2025 dataset: one molecule with the formula C14H18N2O4 in a non-equilibrium geometry (ωB97M-V/def2-TZVPD).

Bonds (Å) are listed after each position.
Element x y z (Å)
1 N 0.02 0.30 1.58  C2 1.460, H21 1.060, H22 0.979
2 C -0.02 -0.53 0.38  N1 1.460, C3 1.580, C11 1.501, H23 1.068
3 C 1.12 -1.60 0.20  C2 1.580, C4 1.554, H24 1.081, H25 1.105
4 C 2.41 -0.75 0.03  C3 1.554, C5 1.333, C10 1.439
5 C 2.77 -0.26 -1.16  C4 1.333, C6 1.391, H26 1.072
6 C 3.94 0.46 -1.38  C5 1.391, C7 1.381, H27 1.091
7 C 4.88 0.45 -0.36  C6 1.381, O8 1.360, C9 1.370
8 O 6.02 1.14 -0.59  C7 1.360, H28 1.008
9 C 4.65 -0.12 0.87  C7 1.370, C10 1.390, H29 1.114
10 C 3.34 -0.52 1.10  C4 1.439, C9 1.390, H30 1.063
11 C -1.29 -1.30 0.19  C2 1.501, O12 1.193, N13 1.352
12 O -1.32 -2.47 -0.07  C11 1.193
13 N -2.33 -0.43 0.15  C11 1.352, C14 1.416, C17 1.455
14 C -3.59 -1.04 0.31  N13 1.416, C15 1.562, H31 1.087, H32 1.052
15 C -4.42 -0.52 -0.91  C14 1.562, C16 1.521, H33 1.040, H34 1.035
16 C -3.94 0.92 -1.01  C15 1.521, C17 1.579, H35 1.086, H36 1.094
17 C -2.40 0.77 -0.67  N13 1.455, C16 1.579, C18 1.581, H37 1.108
18 C -1.78 1.97 0.14  C17 1.581, O19 1.181, O20 1.318
19 O -0.71 2.43 -0.06  C18 1.181
20 O -2.50 2.32 1.19  C18 1.318, H38 0.921
21 H 0.43 -0.32 2.33  N1 1.060
22 H 0.62 1.06 1.40  N1 0.979
23 H -0.05 0.21 -0.39  C2 1.068
24 H 0.96 -2.11 -0.74  C3 1.081
25 H 1.07 -2.12 1.17  C3 1.105
26 H 2.15 -0.38 -2.03  C5 1.072
27 H 4.08 0.59 -2.45  C6 1.091
28 H 6.55 0.97 0.25  O8 1.008
29 H 5.37 -0.28 1.70  C9 1.114
30 H 3.18 -0.97 2.05  C10 1.063
31 H -3.39 -2.11 0.30  C14 1.087
32 H -3.88 -0.74 1.28  C14 1.052
33 H -5.45 -0.51 -0.76  C15 1.040
34 H -4.18 -1.04 -1.78  C15 1.035
35 H -4.55 1.55 -0.38  C16 1.086
36 H -4.08 1.30 -2.02  C16 1.094
37 H -1.72 0.72 -1.54  C17 1.108
38 H -2.00 2.95 1.64  O20 0.921

Output
Orbital gap (eV): 8.91

Entry from the Open Molecules 2025 dataset: one molecule with the formula C14H18N2O4 in a non-equilibrium geometry (ωB97M-V/def2-TZVPD).

Bonds (Å) are listed after each position.
Element x y z (Å)
1 O 1.46 1.86 -1.72  C2 1.270
2 C 1.40 2.54 -0.65  O1 1.270, O3 1.312, C4 1.447
3 O 2.35 3.43 -0.49  C2 1.312, H21 0.928
4 C 0.46 2.27 0.42  C2 1.447, C5 1.610, N13 1.448, H22 1.092
5 C 1.39 1.46 1.45  C4 1.610, C6 1.551, H23 1.119, H24 1.068
6 C 2.08 0.22 0.82  C5 1.551, C7 1.379, C12 1.422
7 C 3.31 0.22 0.21  C6 1.379, C8 1.442, H25 1.111
8 C 3.94 -0.92 -0.40  C7 1.442, C9 1.361, H26 1.084
9 C 3.22 -2.08 -0.29  C8 1.361, O10 1.377, C11 1.464
10 O 3.71 -3.27 -0.77  C9 1.377, H27 0.954
11 C 2.03 -2.18 0.55  C9 1.464, C12 1.315, H28 1.054
12 C 1.50 -1.06 1.02  C6 1.422, C11 1.315, H29 1.053
13 N -0.83 1.63 0.26  C4 1.448, C14 1.359, H30 1.054
14 C -1.03 0.62 -0.62  N13 1.359, O15 1.180, C16 1.484
15 O -0.15 0.07 -1.18  C14 1.180
16 C -2.36 0.02 -0.92  C14 1.484, C17 1.485, N20 1.532, H31 1.107
17 C -3.40 0.54 0.01  C16 1.485, C18 1.577, H32 1.127, H33 1.016
18 C -4.40 -0.68 0.00  C17 1.577, C19 1.473, H34 1.110, H35 1.120
19 C -3.50 -1.83 0.22  C18 1.473, N20 1.555, H36 1.082, H37 1.159
20 N -2.33 -1.50 -0.74  C16 1.532, C19 1.555, H38 1.021
21 H 2.78 3.26 -1.30  O3 0.928
22 H 0.32 3.25 0.88  C4 1.092
23 H 0.82 1.05 2.32  C5 1.119
24 H 2.12 2.18 1.77  C5 1.068
25 H 3.90 1.12 0.51  C7 1.111
26 H 4.96 -1.00 -0.76  C8 1.084
27 H 4.25 -3.16 -1.55  O10 0.954
28 H 1.51 -3.09 0.46  C11 1.054
29 H 0.55 -1.31 1.40  C12 1.053
30 H -1.76 1.96 0.64  N13 1.054
31 H -2.56 0.22 -1.99  C16 1.107
32 H -3.99 1.42 -0.37  C17 1.127
33 H -3.12 0.59 0.98  C17 1.016
34 H -5.17 -0.54 0.79  C18 1.110
35 H -4.89 -0.65 -1.01  C18 1.120
36 H -3.70 -2.84 -0.10  C19 1.082
37 H -3.25 -1.72 1.34  C19 1.159
38 H -1.60 -2.07 -1.17  N20 1.021

Output
Orbital gap (eV): 8.62

Calculated values (eV) of calculated total energy for the records, taken in order: -16288.5722, -25978.8182, -25977.2829.
Calculated values (kcal/mol) of energy above the lowest of the compared OMol25 structures with the same formula, charge and spin for the records, taken in order: 0.0, 67.5, 102.9.